ORCA calculation (ωB97M-V/def2-TZVPD) on one molecule with the formula C28H35N3O4 in a non-equilibrium geometry.

Properties
Highest occupied orbital energy, eV: -7.818
Relative energy (zero: lowest compared OMol25 entry of this formula, charge and spin), kJ/mol: 0.00
E, a.u.: -1553.2180
2S+1: 1
SMILES: COc1ccc(CCNC(=O)[C@H]2CCCN(Cc3nc(-c4ccccc4C)oc3C)C2)cc1OC
Orbital gap, eV: 8.5

Last column: Löwdin charge in e.
Positions of all 70 atoms, in Å:
1 C 3.48 -2.47 0.09  -0.081
2 O 2.40 -2.41 -0.81  -0.076
3 C 1.96 -1.17 -1.19  -0.197
4 C 2.40 0.03 -0.68  -0.011
5 C 1.87 1.23 -1.12  -0.040
6 C 0.90 1.26 -2.10  -0.227
7 C 0.32 2.57 -2.57  -0.125
8 C -1.19 2.51 -2.85  -0.169
9 N -1.91 1.85 -1.79  0.083
10 C -2.59 0.69 -1.98  -0.475
11 O -2.75 0.19 -3.08  0.055
12 C -3.11 0.05 -0.71  -0.206
13 C -4.55 -0.43 -0.86  -0.146
14 C -4.98 -1.20 0.38  -0.170
15 C -3.98 -2.33 0.67  -0.187
16 N -2.60 -1.89 0.78  -0.151
17 C -2.30 -1.20 2.02  -0.127
18 C -0.85 -0.87 2.10  -0.217
19 N -0.40 0.42 2.18  0.205
20 C 0.90 0.34 2.24  -0.279
21 C 1.86 1.42 2.34  -0.115
22 C 3.17 1.11 2.72  -0.027
23 C 4.13 2.10 2.81  -0.079
24 C 3.79 3.42 2.53  -0.078
25 C 2.49 3.73 2.16  -0.045
26 C 1.51 2.75 2.06  -0.218
27 C 0.13 3.11 1.62  -0.049
28 O 1.34 -0.94 2.20  0.093
29 C 0.23 -1.71 2.10  -0.230
30 C 0.35 -3.17 1.95  0.019
31 C -2.21 -1.17 -0.41  -0.125
32 C 0.48 0.05 -2.66  0.027
33 C 0.97 -1.16 -2.20  -0.198
34 O 0.57 -2.38 -2.66  -0.063
35 C -0.37 -2.42 -3.71  -0.071
36 H 3.23 -2.04 1.06  0.077
37 H 3.71 -3.53 0.21  0.098
38 H 4.37 -1.96 -0.31  0.100
39 H 3.17 0.05 0.08  0.101
40 H 2.22 2.15 -0.68  0.111
41 H 0.52 3.33 -1.81  0.107
42 H 0.82 2.89 -3.49  0.121
43 H -1.57 3.53 -2.98  0.120
44 H -1.40 1.95 -3.77  0.116
45 H -1.75 2.17 -0.85  0.130
46 H -3.04 0.77 0.12  0.140
47 H -5.22 0.42 -1.03  0.121
48 H -4.61 -1.07 -1.74  0.122
49 H -5.97 -1.63 0.24  0.110
50 H -5.02 -0.53 1.24  0.106
51 H -4.25 -2.85 1.59  0.117
52 H -4.02 -3.06 -0.15  0.124
53 H -2.57 -1.87 2.84  0.130
54 H -2.86 -0.26 2.15  0.118
55 H 3.42 0.09 2.94  0.115
56 H 5.13 1.85 3.11  0.103
57 H 4.53 4.20 2.61  0.102
58 H 2.24 4.75 1.94  0.110
59 H -0.17 2.48 0.79  0.052
60 H -0.58 2.93 2.43  0.084
61 H 0.08 4.16 1.33  0.079
62 H 1.00 -3.59 2.71  0.089
63 H -0.64 -3.62 2.01  0.084
64 H 0.78 -3.41 0.97  0.083
65 H -1.17 -0.85 -0.30  0.123
66 H -2.27 -1.86 -1.25  0.133
67 H -0.26 0.06 -3.44  0.104
68 H -1.29 -1.89 -3.47  0.073
69 H -0.58 -3.47 -3.87  0.096
70 H 0.05 -2.00 -4.63  0.101